## A
{"formula": "CH3F2P", "method": "ωB97M-V/def2-TZVPD", "e_homo_ev": -9.38, "e_lumo_ha": 0.0012, "smiles": "[H]/P=C/F.F", "multiplicity": 1, "homo_lumo_gap_ha": 0.3460, "elements": ["H", "P", "C", "F", "H", "F", "H"], "positions_angstrom": [[2.166, 0.813, -0.697], [1.053, 0.355, -0.043], [1.281, -1.043, -1.042], [0.594, -2.168, -0.778], [2.220, -1.311, -1.624], [-1.490, 0.085, 0.008], [-1.211, -0.803, 0.181]]}



## B
{"formula": "CH3F2P", "method": "ωB97M-V/def2-TZVPD", "e_homo_ev": -11.17, "e_lumo_ha": 0.0009, "multiplicity": 1, "homo_lumo_gap_ha": 0.4115, "elements": ["C", "F", "F", "P", "H", "H", "H"], "positions_angstrom": [[0.885, -0.221, -0.080], [1.691, -0.514, 0.873], [1.850, 0.984, -1.221], [-0.640, 0.598, 0.279], [1.056, -0.960, -0.865], [-0.711, 0.922, -1.006], [-1.258, -0.612, 0.070]]}



Best to worst by energy: A, B.



## A
{"formula": "CH2NO2S3", "method": "ωB97M-V/def2-TZVPD", "e_homo_ev": -4.73, "total_charge": -1, "e_lumo_ha": 0.1073, "multiplicity": 1, "homo_lumo_gap_ha": 0.2812, "elements": ["C", "N", "O", "O", "S", "S", "S", "H", "H"], "positions_angstrom": [[0.418, 0.293, -0.291], [-1.193, 1.260, 0.088], [-2.433, -0.511, -1.254], [-3.661, 0.961, 0.335], [0.635, -1.345, -0.259], [1.431, 1.656, -0.374], [-2.444, 0.272, -0.024], [2.697, 1.230, -0.115], [-2.412, -0.932, 0.954]]}



## B
{"formula": "CH2NO2S3", "method": "ωB97M-V/def2-TZVPD", "e_homo_ev": [-3.67, -3.67], "total_charge": -1, "e_lumo_ha": [0.0987, 0.0987], "multiplicity": 1, "homo_lumo_gap_ha": [0.2335, 0.2335], "elements": ["C", "N", "O", "O", "S", "S", "S", "H", "H"], "positions_angstrom": [[0.260, -1.104, 0.152], [1.143, -1.501, 0.868], [4.554, -1.220, 0.088], [3.835, 1.031, 0.621], [0.160, 0.485, -0.755], [-1.571, -1.951, 0.006], [3.508, -0.223, -0.149], [-2.242, -0.746, -0.577], [0.966, 0.999, 0.069]]}



Best to worst by energy: B, A.



## A
{"formula": "C8H16O2P", "method": "ωB97M-V/def2-TZVPD", "e_homo_ev": -3.20, "total_charge": -1, "e_lumo_ha": 0.1316, "smiles": "C=C([C@@H](C)CCCC)P([O-])O", "multiplicity": 1, "homo_lumo_gap_ha": 0.2492, "elements": ["C", "C", "C", "C", "C", "C", "C", "C", "P", "O", "O", "H", "H", "H", "H", "H", "H", "H", "H", "H", "H", "H", "H", "H", "H", "H", "H"], "positions_angstrom": [[1.464, -0.519, 1.805], [1.264, -0.394, 0.516], [0.280, -1.323, -0.158], [0.300, -2.767, 0.404], [-1.226, -0.851, -0.204], [-1.599, 0.188, -1.241], [-1.128, 1.567, -1.068], [-1.899, 2.533, -0.089], [2.301, 0.885, -0.682], [2.206, 2.285, -0.200], [3.712, 0.204, 0.039], [2.036, 0.298, 2.346], [1.271, -1.366, 2.492], [0.689, -1.404, -1.245], [1.316, -2.984, 0.657], [-0.012, -3.484, -0.305], [-0.141, -2.874, 1.381], [-1.432, -0.452, 0.795], [-1.802, -1.761, -0.319], [-2.596, 0.030, -1.557], [-1.114, -0.249, -2.128], [-0.066, 1.485, -0.672], [-1.130, 2.227, -1.895], [-2.941, 2.810, -0.482], [-1.889, 2.161, 0.945], [-1.290, 3.367, -0.106], [3.425, 0.389, 0.974]]}



## B
{"formula": "C8H16O2P", "method": "ωB97M-V/def2-TZVPD", "e_homo_ev": -4.38, "total_charge": -1, "e_lumo_ha": 0.1152, "smiles": "C=C(CCCCCC)[P@@H](=O)[O-]", "multiplicity": 1, "homo_lumo_gap_ha": 0.2760, "elements": ["C", "C", "C", "C", "C", "C", "C", "C", "P", "O", "O", "H", "H", "H", "H", "H", "H", "H", "H", "H", "H", "H", "H", "H", "H", "H", "H"], "positions_angstrom": [[-1.623, 0.684, 1.428], [-2.301, 0.363, 0.345], [-2.052, 0.672, -1.102], [-0.574, 1.086, -1.405], [0.280, -0.101, -1.027], [1.424, 0.159, -0.100], [2.288, -1.080, 0.191], [3.533, -0.993, 1.083], [-4.103, -0.865, 0.249], [-5.110, -0.305, -0.724], [-3.724, -2.312, 0.271], [-2.091, 0.245, 2.371], [-0.612, 1.080, 1.571], [-2.916, 1.256, -1.423], [-2.078, -0.303, -1.537], [-0.605, 1.370, -2.458], [-0.319, 1.904, -0.816], [-0.293, -0.958, -0.614], [0.766, -0.596, -1.825], [0.859, 0.524, 0.813], [2.108, 0.886, -0.464], [1.457, -1.801, 0.469], [2.571, -1.453, -0.796], [4.193, -0.160, 0.732], [3.236, -0.908, 2.144], [4.309, -1.831, 0.972], [-4.369, -0.612, 1.585]]}



Best to worst by energy: B, A.